A molecular structure, C40H36As2N3OYb at a distorted geometry, computed with ωB97M-V with the def2-TZVPD basis set.

Properties
spin multiplicity = 2
E_tot = -201772.630 eV
total charge = +2
max |F| = 3.26 eV/Å

Each line ends with the Löwdin charge.
Cartesian coordinates (Å):
Yb  -20.043  -0.133  -10.145  1.687
C  -24.205  1.373  -9.493  0.020
C  -22.921  0.665  -9.917  -0.214
N  -21.727  1.130  -9.612  -0.131
N  -21.506  2.166  -8.765  0.085
C  -20.277  2.208  -8.360  -0.437
O  -19.304  1.372  -8.677  -0.219
C  -20.040  3.174  -7.243  -0.160
C  -19.068  2.858  -6.283  -0.014
C  -18.795  3.790  -5.233  -0.056
C  -19.506  4.965  -5.190  -0.076
C  -20.577  5.217  -6.064  -0.045
C  -20.850  4.341  -7.137  -0.002
C  -22.990  -0.429  -10.881  -0.233
C  -24.243  -1.121  -11.162  0.041
C  -24.240  -2.181  -12.035  0.002
C  -23.047  -2.509  -12.784  0.023
C  -21.939  -1.676  -12.537  -0.114
N  -21.912  -0.736  -11.590  -0.048
H  -23.960  2.088  -8.740  0.068
H  -24.831  0.605  -9.011  0.098
H  -24.778  1.831  -10.295  0.111
H  -18.450  1.948  -6.432  0.113
H  -18.059  3.677  -4.450  0.107
H  -19.387  5.683  -4.364  0.122
H  -21.286  6.019  -5.878  0.111
H  -21.647  4.477  -7.807  0.089
H  -25.100  -0.942  -10.554  0.111
H  -25.147  -2.773  -12.162  0.130
H  -22.960  -3.340  -13.487  0.126
H  -21.042  -1.842  -13.102  0.107
C  -18.713  -3.396  -9.150  -0.437
C  -17.270  -3.004  -9.109  -0.475
As  -16.334  -2.232  -10.734  1.278
C  -14.488  -2.779  -10.287  -0.406
C  -13.510  -3.171  -11.214  -0.115
C  -12.168  -3.078  -10.932  -0.067
C  -11.759  -2.818  -9.597  -0.074
C  -12.716  -2.584  -8.650  -0.093
C  -14.070  -2.483  -8.998  -0.138
C  -16.775  -3.636  -12.007  -0.455
C  -16.631  -5.034  -11.907  -0.092
C  -17.033  -5.836  -12.961  -0.082
C  -17.516  -5.310  -14.164  -0.052
C  -17.757  -3.906  -14.248  -0.066
C  -17.411  -3.131  -13.123  -0.201
As  -20.219  -2.282  -8.315  1.219
C  -21.577  -3.642  -8.415  -0.414
C  -22.463  -3.631  -7.319  -0.118
C  -23.607  -4.450  -7.350  -0.057
C  -23.782  -5.390  -8.380  -0.037
C  -22.842  -5.429  -9.426  -0.068
C  -21.818  -4.505  -9.501  -0.118
C  -19.645  -2.233  -6.417  -0.378
C  -19.633  -0.966  -5.785  -0.119
C  -19.074  -0.858  -4.505  -0.078
C  -18.364  -1.887  -3.915  -0.050
C  -18.413  -3.135  -4.549  -0.067
C  -19.003  -3.284  -5.763  -0.117
H  -18.868  -4.362  -8.627  0.080
H  -19.067  -3.585  -10.172  0.038
H  -16.618  -3.928  -8.817  0.113
H  -17.085  -2.201  -8.379  0.040
H  -13.884  -3.559  -12.177  0.110
H  -11.431  -3.345  -11.690  0.114
H  -10.639  -2.866  -9.369  0.139
H  -12.435  -2.349  -7.586  0.128
H  -14.738  -2.210  -8.232  0.072
H  -16.283  -5.443  -10.976  0.106
H  -16.880  -6.893  -12.769  0.113
H  -17.830  -6.005  -14.961  0.116
H  -18.205  -3.378  -15.094  0.104
H  -17.618  -2.045  -13.229  0.070
H  -22.261  -3.052  -6.377  0.119
H  -24.304  -4.239  -6.520  0.122
H  -24.625  -6.027  -8.415  0.101
H  -22.861  -6.210  -10.165  0.111
H  -21.346  -4.405  -10.450  0.087
H  -20.222  -0.125  -6.194  0.094
H  -19.191  0.080  -3.857  0.141
H  -17.751  -1.767  -3.035  0.118
H  -18.149  -4.003  -3.933  0.128
H  -19.085  -4.266  -6.202  0.110

***

A molecular structure, C40H36AuN4S5, computed with ωB97M-V with the def2-TZVPD basis set.

Properties
energy relative to the best compared isomer or geometry (same formula, charge and spin) = 23.2 kJ/mol
total charge = +1
max |F| = 0.32 eV/Å

Each line ends with the Löwdin charge.
Cartesian coordinates (Å):
Au  -1.411  2.255  1.695  0.615
N  -2.063  0.320  1.381  -0.427
S  -1.918  -0.872  0.585  0.765
N  -1.146  -0.786  -0.870  -0.351
S  0.366  -1.001  -1.072  0.876
N  1.427  -0.488  -0.083  -0.352
S  1.590  1.052  0.485  0.759
N  0.532  1.728  1.189  -0.422
C  3.030  0.778  1.491  -0.314
C  3.951  -0.234  1.251  -0.088
C  5.047  -0.351  2.092  -0.061
C  5.210  0.533  3.151  -0.057
C  4.280  1.537  3.379  -0.050
C  3.178  1.666  2.546  -0.048
C  2.189  1.934  -0.948  -0.303
C  3.504  1.862  -1.383  -0.059
C  3.870  2.560  -2.524  -0.063
C  2.925  3.299  -3.223  -0.064
C  1.612  3.361  -2.776  -0.054
C  1.238  2.687  -1.623  -0.064
C  0.620  -0.393  -2.716  -0.321
C  -0.422  0.166  -3.438  -0.053
C  -0.155  0.655  -4.709  -0.050
C  1.130  0.585  -5.227  -0.050
C  2.163  0.026  -4.483  -0.052
C  1.913  -0.471  -3.217  -0.061
C  0.755  -2.730  -1.168  -0.306
C  0.097  -3.461  -2.150  -0.061
C  0.320  -4.825  -2.224  -0.047
C  1.182  -5.437  -1.321  -0.049
C  1.822  -4.691  -0.343  -0.057
C  1.613  -3.321  -0.258  -0.065
C  -3.466  -1.553  0.041  -0.311
C  -3.588  -2.341  -1.096  -0.081
C  -4.835  -2.843  -1.430  -0.060
C  -5.937  -2.552  -0.634  -0.057
C  -5.800  -1.757  0.494  -0.050
C  -4.557  -1.249  0.840  -0.048
C  -1.098  -2.213  1.436  -0.308
C  -1.320  -3.549  1.128  -0.058
C  -0.609  -4.519  1.818  -0.070
C  0.307  -4.149  2.795  -0.066
C  0.514  -2.810  3.095  -0.054
C  -0.195  -1.829  2.417  -0.070
H  3.813  -0.916  0.424  0.099
H  5.774  -1.134  1.921  0.112
H  6.067  0.435  3.805  0.113
H  4.406  2.219  4.209  0.115
H  2.429  2.429  2.714  0.110
H  4.241  1.288  -0.837  0.108
H  4.897  2.530  -2.864  0.114
H  3.217  3.842  -4.112  0.113
H  0.881  3.951  -3.312  0.117
H  0.228  2.756  -1.237  0.108
H  -1.411  0.226  -3.006  0.112
H  -0.953  1.095  -5.291  0.116
H  1.331  0.971  -6.217  0.116
H  3.165  -0.019  -4.890  0.119
H  2.708  -0.904  -2.623  0.124
H  -0.567  -2.971  -2.851  0.118
H  -0.175  -5.410  -2.987  0.116
H  1.353  -6.503  -1.382  0.116
H  2.485  -5.174  0.363  0.119
H  2.082  -2.727  0.512  0.102
H  -2.725  -2.546  -1.714  0.091
H  -4.950  -3.454  -2.315  0.111
H  -6.910  -2.944  -0.902  0.113
H  -6.662  -1.523  1.104  0.115
H  -4.428  -0.608  1.703  0.109
H  -2.036  -3.834  0.369  0.112
H  -0.778  -5.564  1.597  0.117
H  0.850  -4.912  3.337  0.114
H  1.218  -2.526  3.866  0.115
H  -0.070  -0.777  2.648  0.101
C  -4.668  5.196  3.074  -0.126
C  -3.364  4.569  2.659  -0.771
S  -3.496  2.851  2.303  0.584
C  -2.206  5.213  2.547  -0.781
C  -2.002  6.676  2.807  -0.120
S  -0.744  4.385  2.018  0.570
H  -5.424  4.431  3.254  0.056
H  -5.052  5.863  2.300  0.087
H  -4.555  5.768  3.995  0.080
H  -2.857  7.102  3.330  0.071
H  -1.868  7.224  1.872  0.082
H  -1.113  6.845  3.418  0.072

***

Number 2 is which compound?
C40H36AuN4S5